{"formula": "C10H14O2S", "method": "the ωB97M-V functional and the def2-TZVPD basis", "smiles": "C=CCCC=C=C1CCCS1(=O)=O", "e_lumo_ev": 0.584, "e_homo_ha": -0.3396, "de_lowest_ev": 3.4451, "mol_weight_g_mol": 198.29, "orbital_gap_ev": 9.824, "symbols": ["C", "C", "C", "C", "C", "C", "C", "C", "C", "C", "S", "O", "O", "H", "H", "H", "H", "H", "H", "H", "H", "H", "H", "H", "H", "H", "H"], "xyz": [[0.83, 0.07, -2.02], [1.79, -0.75, -1.65], [2.52, -0.41, -0.37], [2.48, -1.44, 0.74], [1.16, -1.81, 1.33], [0.08, -1.04, 1.11], [-0.95, -0.36, 0.77], [-1.42, 1.01, 1.35], [-2.46, 1.52, 0.31], [-3.36, 0.43, -0.28], [-2.28, -1.05, -0.28], [-1.92, -1.06, -1.65], [-2.82, -2.32, 0.23], [0.46, 0.12, -3.13], [0.30, 0.70, -1.30], [2.33, -1.42, -2.34], [2.07, 0.46, 0.08], [3.64, -0.39, -0.50], [3.25, -1.15, 1.47], [3.02, -2.39, 0.49], [0.92, -2.60, 2.04], [-0.63, 1.62, 1.34], [-1.96, 1.02, 2.24], [-2.97, 2.28, 0.74], [-1.80, 2.11, -0.49], [-4.29, 0.46, 0.25], [-3.52, 0.76, -1.29]]}

***

{"formula": "C10H14O2Si", "method": "the ωB97M-V functional and the def2-TZVPD basis", "e_lumo_ev": 0.138, "e_homo_ha": -0.3260, "de_lowest_ev": 9.2729, "mol_weight_g_mol": 194.31, "orbital_gap_ev": 9.010, "symbols": ["C", "C", "C", "C", "C", "C", "C", "C", "C", "C", "O", "O", "Si", "H", "H", "H", "H", "H", "H", "H", "H", "H", "H", "H", "H", "H", "H"], "xyz": [[-2.66, -1.15, -1.45], [3.06, -2.12, 1.01], [-2.55, -0.18, 1.54], [0.61, 0.26, -2.25], [-1.74, -0.56, -0.68], [2.08, -1.22, 1.26], [-1.57, -0.69, 0.76], [-0.39, 0.65, -1.40], [0.71, -1.53, 0.75], [2.22, 0.05, 2.04], [0.39, -2.49, 0.07], [-0.33, -0.70, 1.33], [-1.19, 2.35, -1.37], [-2.84, -0.86, -2.44], [-3.56, -1.59, -1.07], [4.01, -1.96, 1.60], [2.92, -3.14, 0.63], [-2.59, -0.12, 2.57], [-3.55, -0.29, 1.07], [1.22, 0.97, -2.77], [0.71, -0.78, -2.56], [1.23, 0.36, 2.17], [3.06, 0.00, 2.85], [2.67, 0.77, 1.30], [-2.47, 2.14, -0.59], [-1.62, 2.65, -2.70], [-0.41, 3.43, -0.99]]}

***

{"formula": "C10H14O2Si", "method": "the ωB97M-V functional and the def2-TZVPD basis", "smiles": "C[Si](C)(C)OC(=O)c1ccccc1", "e_lumo_ev": 0.416, "e_homo_ha": -0.3498, "de_lowest_ev": 1.8666, "mol_weight_g_mol": 194.31, "orbital_gap_ev": 9.936, "symbols": ["C", "Si", "C", "C", "O", "C", "O", "C", "C", "C", "C", "C", "C", "H", "H", "H", "H", "H", "H", "H", "H", "H", "H", "H", "H", "H", "H"], "xyz": [[2.07, 2.27, 0.54], [1.21, 0.88, 1.61], [-0.13, 1.34, 2.75], [2.56, 0.03, 2.57], [0.59, -0.15, 0.43], [-0.13, 0.31, -0.63], [-0.10, 1.46, -1.01], [-1.03, -0.60, -1.27], [-1.42, -0.25, -2.57], [-2.25, -1.12, -3.25], [-2.54, -2.39, -2.79], [-1.83, -2.79, -1.67], [-1.25, -1.88, -0.82], [1.98, 3.31, 0.76], [1.71, 2.16, -0.54], [3.13, 2.01, 0.42], [-0.59, 0.63, 3.45], [-0.97, 1.86, 2.22], [0.33, 2.12, 3.27], [3.47, 0.55, 2.37], [2.65, -1.01, 2.45], [2.37, 0.26, 3.61], [-1.17, 0.75, -2.95], [-2.52, -0.77, -4.21], [-3.18, -2.99, -3.46], [-2.11, -3.80, -1.38], [-0.87, -2.21, 0.11]]}

***

{"formula": "C10H14O4RuSSbSe4", "method": "the ωB97M-V functional and the def2-TZVPD basis", "e_lumo_ev": [4.726, 3.215], "e_homo_ha": [-0.0441, -0.0675], "de_lowest_ev": 0.4982, "multiplicity": 6, "mol_weight_g_mol": 768.96, "orbital_gap_ev": [5.926, 5.051], "charge": -2, "symbols": ["Ru", "C", "C", "C", "C", "C", "C", "C", "C", "C", "C", "H", "H", "H", "H", "H", "H", "H", "H", "H", "H", "H", "H", "H", "H", "Se", "Sb", "Se", "Se", "Se", "O", "S", "O", "O", "O"], "xyz": [[1.15, -1.41, -1.47], [-1.25, 3.17, 0.11], [-1.92, 1.87, 0.51], [-2.77, 1.34, -0.65], [-0.94, 0.79, 0.95], [0.43, 0.93, 0.79], [1.30, -0.10, 1.15], [0.82, -1.27, 1.73], [1.75, -2.38, 2.13], [-0.56, -1.40, 1.91], [-1.41, -0.39, 1.52], [-2.00, 3.93, -0.09], [-0.65, 3.04, -0.80], [-0.58, 3.55, 0.89], [-2.58, 2.07, 1.36], [-2.12, 0.95, -1.44], [-3.39, 2.13, -1.07], [-3.42, 0.52, -0.33], [0.86, 1.83, 0.37], [2.37, 0.07, 1.10], [2.79, -2.07, 2.06], [1.60, -3.23, 1.45], [1.54, -2.72, 3.15], [-0.95, -2.31, 2.33], [-2.48, -0.53, 1.65], [3.20, 3.34, -0.49], [3.51, 1.39, -1.99], [3.36, -1.79, -1.30], [1.17, 0.50, -2.64], [4.64, 2.00, -4.08], [-1.96, -3.63, -1.75], [-0.76, -2.82, -1.79], [0.28, -3.23, -0.74], [-0.04, -2.81, -3.09], [-1.00, -1.35, -1.45]]}

***

no.,strongest force on any atom (eV/Å)
1,5.1
2,4.1
3,3.3
4,2.3